1.
Density functional theory data (ωB97M-V/def2-TZVPD) for a molecular structure, C32H80As2F12Mg2NO19 at a distorted geometry.

```
148
Properties=species:S:1:pos:R:3:mulliken_charge:R:1
Mg 1.02651 -0.19032 -3.49777 0.610
Mg -1.60916 -0.51842 3.31961 -0.023
N -1.57300 -1.22970 -4.91755 0.607
O -1.38079 -1.38241 -6.09114 -0.665
O -2.67464 -1.30541 -4.50084 -0.572
O -0.61116 -1.00185 -4.15575 -0.528
As -1.25321 3.20412 3.53421 1.895
F -0.76013 3.58504 5.21688 -0.496
F -2.94791 3.21237 4.01654 -0.504
F -1.75716 2.67320 1.91306 -0.357
F 0.49172 3.07225 3.07582 -0.480
F -1.25877 1.38371 3.84548 -0.448
F -1.24206 4.91484 3.08070 -0.495
As -0.14349 -0.01584 -0.01838 2.004
F -1.05689 -1.46585 -0.39874 -0.400
F 0.45591 0.04499 -1.66800 -0.464
F 0.71877 1.61038 0.26330 -0.543
F -0.84666 -0.04046 1.69188 -0.041
F 1.26537 -0.97670 0.57746 -0.287
F -1.53791 0.94123 -0.61653 -0.400
C 1.24705 -0.22237 4.19058 -0.933
O 0.15025 -0.97491 3.72996 0.940
C 0.34671 -2.42462 3.65210 -0.955
C -0.56507 -2.91292 2.53749 -0.020
O -1.87790 -2.28909 2.75877 -0.100
C -2.93269 -3.04611 2.18968 -0.726
H 1.51954 -0.31601 5.24180 0.412
H 1.13019 0.85693 4.09276 0.132
H 2.08237 -0.48123 3.53994 0.111
H 0.03300 -2.82167 4.61752 0.288
H 1.40625 -2.66990 3.57925 0.494
H -0.58192 -4.00016 2.61311 0.747
H -0.04515 -2.73776 1.59563 -0.454
H -2.99043 -4.03753 2.63894 0.373
H -2.76405 -3.21328 1.12585 0.306
H -3.87261 -2.50015 2.27068 0.056
C 4.02109 1.69855 1.76921 -0.592
O 5.14012 1.80060 0.89850 -0.244
C 6.28087 2.27849 1.56753 -0.635
C 6.46000 3.80466 1.66667 -0.542
O 5.57342 4.47158 2.57424 -0.293
C 5.56469 5.88528 2.44117 -0.733
H 4.21641 0.89334 2.47745 0.334
H 3.06735 1.42164 1.31997 -0.145
H 3.83690 2.64316 2.28095 0.451
H 7.12038 1.78234 1.08054 0.424
H 6.32322 1.90676 2.59130 0.368
H 6.18252 4.12963 0.66392 0.307
H 7.50695 4.01733 1.88298 0.408
H 5.44394 6.12931 1.38572 0.309
H 6.41095 6.41289 2.88112 0.292
H 4.73005 6.36327 2.95399 0.257
C -1.36345 -0.67508 6.31800 -0.978
O -2.20078 -0.61210 5.14218 -0.260
C -3.36166 0.28913 5.31363 -1.025
C -4.18784 0.29315 4.02067 -0.625
O -3.36485 -0.07889 2.94954 1.226
C -3.85263 0.26978 1.67454 -0.858
H -1.97283 -1.07408 7.12891 0.339
H -1.16499 0.33297 6.68207 0.370
H -0.40737 -1.19703 6.27846 0.228
H -3.10130 1.27813 5.69072 0.373
H -3.96343 -0.09257 6.13842 0.610
H -4.61537 1.28310 3.86154 0.371
H -5.01838 -0.41009 4.08206 0.250
H -3.89808 1.33086 1.42928 0.299
H -4.88773 -0.04979 1.55404 0.206
H -3.29355 -0.22067 0.87767 0.016
C 3.33570 -3.65873 0.99495 -0.527
O 3.21505 -4.63659 -0.06356 -0.233
C 3.06218 -5.93242 0.55697 -0.364
C 3.01418 -7.02084 -0.61776 -0.513
O 3.04748 -8.32805 -0.01146 -0.316
C 3.05005 -9.46575 -0.83869 -0.761
H 2.39513 -3.49995 1.52241 0.019
H 3.48836 -2.68990 0.51938 0.123
H 4.11247 -3.94326 1.70471 0.501
H 2.13402 -5.83448 1.12001 0.246
H 3.93796 -6.11661 1.17920 0.289
H 3.87384 -6.86725 -1.27008 0.339
H 2.10230 -6.94936 -1.21061 0.306
H 2.23448 -9.61258 -1.54679 0.292
H 3.16115 -10.40650 -0.29948 0.277
H 3.99365 -9.42400 -1.38273 0.313
C -0.81258 2.26774 -3.91723 -0.756
O 0.51942 1.67835 -3.61541 0.508
C 1.49783 2.56968 -2.97309 -0.367
C 2.92934 1.95614 -2.98688 -1.061
O 2.72602 0.55779 -2.75358 0.605
C 3.93950 -0.00019 -2.33715 -0.895
H -1.19058 2.87831 -3.09722 0.071
H -1.48333 1.47979 -4.25978 0.271
H -0.81003 2.91827 -4.79182 0.309
H 1.11980 2.77688 -1.97196 -0.122
H 1.54610 3.55153 -3.44398 0.733
H 3.62063 2.32708 -2.23016 0.554
H 3.35044 2.20303 -3.96147 0.317
H 3.85901 -1.08467 -2.41170 0.102
H 4.31686 0.20133 -1.33462 0.073
H 4.74588 0.34798 -2.98263 0.360
C -2.56887 8.35392 -3.89791 -0.784
O -2.41282 7.50255 -2.76895 -0.311
C -1.12730 6.83172 -2.89338 -0.681
C -0.95870 5.77381 -1.74042 -0.083
O -2.12799 4.96946 -1.67179 -0.423
C -2.13784 4.14065 -0.52794 -0.088
H -1.88004 9.16856 -3.67433 0.333
H -3.53740 8.84804 -3.82108 0.263
H -2.40423 7.87399 -4.86262 0.298
H -0.26308 7.49147 -2.97046 0.435
H -0.99737 6.18708 -3.76266 0.261
H -0.67174 6.27438 -0.81566 0.467
H -0.09228 5.15664 -1.97812 0.000
H -1.93314 4.65359 0.41178 0.367
H -1.32094 3.45660 -0.75790 -0.314
H -3.01227 3.49804 -0.42539 0.197
C -7.10567 -3.22138 2.98964 -0.716
O -6.52369 -3.18727 1.67081 -0.328
C -7.10659 -2.32498 0.73855 -0.548
C -6.36363 -2.18983 -0.58184 -0.736
O -4.98742 -1.80095 -0.44604 0.010
C -4.24092 -1.95178 -1.69012 -0.662
H -6.67321 -3.96195 3.66243 0.242
H -8.19257 -3.29891 3.01690 0.383
H -6.92126 -2.19219 3.29766 0.223
H -7.16223 -1.33951 1.20099 0.353
H -8.10071 -2.74756 0.59280 0.419
H -6.81811 -1.44917 -1.23985 0.360
H -6.40201 -3.17534 -1.04597 0.392
H -4.72353 -1.45818 -2.53365 0.460
H -4.02524 -3.00847 -1.84819 0.317
H -3.31976 -1.37921 -1.58181 -0.140
C 2.01699 0.82290 -6.33602 -1.160
O 1.91211 -0.05544 -5.25263 0.309
C 2.49342 -1.28032 -5.68125 -1.080
C 2.18494 -2.41678 -4.68739 -0.618
O 1.82161 -1.85688 -3.43887 0.802
C 1.67699 -2.85152 -2.36377 -0.900
H 1.42100 0.42156 -7.15568 0.404
H 3.05902 1.01419 -6.59227 0.290
H 1.54707 1.75996 -6.03739 0.184
H 3.57733 -1.29088 -5.79584 0.463
H 2.21949 -1.48516 -6.71620 0.545
H 3.05323 -3.06300 -4.55867 0.459
H 1.38979 -2.97334 -5.18345 0.268
H 0.99458 -3.67074 -2.59026 0.363
H 1.29124 -2.46363 -1.42099 0.026
H 2.60597 -3.37756 -2.14381 0.394
```

Properties
* energy above the lowest of the compared OMol25 structures with the same formula, charge and spin: 3.4047 eV
* calculated total energy: -240043.8438 eV
* LUMO: -2.74 eV
* charge: +1

2.
Density functional theory data (ωB97M-V/def2-TZVPD) for a molecular structure, C32H80F2KNO20S2 at a distorted geometry.

```
138
Properties=species:S:1:pos:R:3:mulliken_charge:R:1
K 2.51206 -0.61224 2.30629 0.965
N 1.52758 -0.86430 -0.34364 -0.554
S 0.04006 -1.07988 -0.63482 1.158
O -0.39681 -1.31050 -1.98361 -0.728
O -0.86464 -0.47473 0.29714 -0.638
F -0.00883 -2.63356 -0.17766 -0.133
S 1.49287 0.77150 -0.84828 0.909
O 0.73134 1.70025 -0.06740 -0.211
O 1.76674 1.00011 -2.23299 -0.656
F 2.94969 1.07714 -0.22488 -0.230
C 7.27253 1.66854 -0.11575 -0.622
O 6.87710 3.00280 -0.41488 -0.401
C 5.67757 3.05003 -1.15037 0.147
C 5.57191 4.35465 -1.92445 -0.375
O 6.52764 4.40256 -2.94909 -0.343
C 6.73223 5.67504 -3.50979 -0.736
H 6.42706 1.00303 0.08533 0.199
H 7.88754 1.65344 0.78113 0.256
H 7.78313 1.36435 -1.03219 0.304
H 4.81561 3.07073 -0.47193 -0.095
H 5.53310 2.17367 -1.78606 0.441
H 5.75836 5.16784 -1.20589 0.361
H 4.56334 4.56043 -2.30382 0.092
H 7.70548 5.65370 -4.00373 0.245
H 6.76495 6.47221 -2.76164 0.331
H 5.98715 5.85578 -4.29290 0.252
C -3.11545 -6.52625 -3.85647 -0.620
O -2.58520 -5.23307 -3.58669 -0.412
C -2.07606 -5.12198 -2.29795 -0.269
C -0.62246 -5.55791 -2.01121 0.043
O -0.50280 -6.97601 -2.13277 -0.337
C 0.78267 -7.45876 -2.44502 -0.881
H -2.29824 -7.21092 -4.09127 0.203
H -3.76990 -6.47311 -4.72682 0.265
H -3.71061 -6.87101 -3.00736 0.294
H -2.70641 -5.51331 -1.48832 0.324
H -2.00873 -4.05828 -2.03410 0.005
H -0.35444 -5.10682 -1.05377 -0.060
H -0.00488 -5.09304 -2.78818 0.474
H 1.59921 -7.16989 -1.76895 0.317
H 1.05717 -7.14922 -3.45689 0.345
H 0.71439 -8.53728 -2.29997 0.290
C -1.62785 3.37870 -2.34739 -0.507
O -2.58527 3.38514 -1.32725 -0.430
C -2.91052 2.10678 -0.83893 0.005
C -3.25943 1.05638 -1.90742 -0.883
O -3.80399 -0.11152 -1.34891 -0.242
C -4.02586 -1.15874 -2.25847 -0.830
H -1.48443 4.39940 -2.74413 0.140
H -1.95209 2.92705 -3.28879 0.286
H -0.61307 3.25218 -1.95449 0.101
H -3.75276 2.22909 -0.15995 0.498
H -2.05187 1.68117 -0.31086 0.067
H -2.30778 0.71198 -2.34657 0.306
H -3.76369 1.40221 -2.82124 0.501
H -4.73930 -0.79040 -3.00396 0.422
H -4.52295 -1.99820 -1.77029 0.230
H -3.11881 -1.57166 -2.70795 0.264
C -2.82670 -3.31413 6.35120 -0.871
O -2.80495 -2.82575 5.02761 -0.340
C -2.39839 -3.83979 4.10227 -0.859
C -2.37849 -3.25206 2.69950 0.804
O -3.52926 -2.46922 2.47749 -0.509
C -3.80056 -2.33402 1.08777 -0.755
H -2.31816 -4.27225 6.52659 0.365
H -3.86172 -3.42296 6.67729 0.283
H -2.22623 -2.66287 6.99704 0.262
H -3.07101 -4.70225 4.14038 0.497
H -1.40242 -4.16005 4.42755 0.336
H -2.35296 -4.07921 1.98454 0.065
H -1.46534 -2.66195 2.54500 -0.148
H -2.87730 -2.06182 0.57603 0.242
H -4.56472 -1.57465 0.92916 0.393
H -4.27385 -3.25538 0.72328 0.301
C 2.89182 2.87853 2.75004 -0.851
O 2.10558 1.91988 3.42369 0.023
C 2.20557 1.80550 4.79158 -0.637
C 1.07690 0.85361 5.17081 -0.612
O 1.20483 -0.48378 4.58957 -0.161
C 0.33539 -1.43721 5.17610 -1.116
H 2.77642 2.81372 1.66974 0.142
H 3.92801 2.73869 3.08843 0.397
H 2.61620 3.92250 2.95074 0.301
H 1.97754 2.74069 5.32428 0.356
H 3.19522 1.47161 5.13860 0.319
H 0.10595 1.17380 4.78894 0.327
H 1.02163 0.71353 6.25389 0.438
H 0.49153 -2.43723 4.77595 0.222
H -0.68782 -1.19245 4.86925 0.478
H 0.35942 -1.43280 6.26631 0.385
C 0.56810 -4.70677 1.86245 0.138
O 0.80496 -5.98807 2.38960 -0.484
C 0.28210 -7.06329 1.62824 -0.181
C -1.06285 -7.53424 2.09877 -0.698
O -2.02358 -6.52101 2.07990 0.061
C -3.35415 -6.93784 2.19926 -1.000
H 0.41172 -3.98167 2.66032 -0.046
H -0.29061 -4.70264 1.18907 -0.243
H 1.34990 -4.30186 1.20547 0.338
H 0.94624 -7.90645 1.84143 0.443
H 0.29249 -6.89710 0.54680 -0.041
H -0.94990 -8.02156 3.07893 0.353
H -1.35618 -8.38044 1.45576 0.401
H -4.02855 -6.08510 2.14779 0.254
H -3.55456 -7.48198 3.12838 0.330
H -3.62290 -7.60241 1.36861 0.367
C -1.99968 5.79395 3.78745 -0.750
O -2.09807 6.14675 2.42942 -0.412
C -1.70885 5.13364 1.53442 -0.400
C -0.31481 4.54336 1.74462 0.180
O 0.68420 5.53528 1.65111 -0.471
C 1.04156 5.91465 0.30381 -0.516
H -2.19229 4.74542 4.04813 0.274
H -2.76861 6.32880 4.34392 0.284
H -0.99689 6.04170 4.14215 0.259
H -1.76610 5.52045 0.51318 0.146
H -2.47104 4.34537 1.46071 0.382
H -0.18104 3.87019 0.88912 -0.042
H -0.32818 3.96637 2.66914 0.368
H 0.19891 5.80547 -0.37795 0.260
H 1.87452 5.27169 0.01992 0.091
H 1.30400 6.96000 0.43410 0.393
C 1.70827 4.17143 -3.79982 -0.151
O 1.05305 5.41359 -3.59815 -0.227
C 0.67543 6.06771 -4.77625 -0.666
C -0.49461 5.46142 -5.53435 -0.465
O -0.12628 4.21511 -6.11182 -0.294
C -1.23782 3.59379 -6.69785 -0.774
H 2.78717 4.33871 -3.91998 0.224
H 1.33087 3.60151 -4.64376 0.281
H 1.67482 3.58915 -2.87756 -0.228
H 1.51053 6.26087 -5.46346 0.354
H 0.45495 7.09866 -4.48686 0.349
H -0.83454 6.09037 -6.36808 0.458
H -1.38671 5.34526 -4.90675 0.310
H -1.68970 4.16387 -7.51769 0.306
H -2.03924 3.51007 -5.94379 0.272
H -1.04156 2.56235 -6.98026 0.290
```

Properties
* energy above the lowest of the compared OMol25 structures with the same formula, charge and spin: 0.0000 eV
* calculated total energy: -120340.2718 eV
* LUMO: -0.69 eV

3.
Density functional theory data (ωB97M-V/def2-TZVPD) for 8 unconnected molecules or ions with the total composition C32H80FNO10S at a distorted geometry.

```
125
Properties=species:S:1:pos:R:3:mulliken_charge:R:1
C -1.61513 5.08478 7.84762 -0.372
N -1.87259 3.60870 8.08400 -0.328
C -2.46432 2.91619 6.87647 -0.310
O -1.55068 1.99130 6.18017 -0.332
S -0.07845 2.74814 5.74921 0.685
O 1.04295 1.67228 5.98935 -0.608
O -0.09996 3.10346 4.04705 -0.284
C 0.16224 4.54607 3.82981 -0.368
C -1.13419 5.51771 4.11189 0.227
F -0.70368 6.69513 4.92896 -0.345
H -2.17705 5.51981 6.89188 0.047
H -1.75966 5.75192 8.80706 0.357
H -0.45581 5.17077 7.57491 0.065
H -2.63577 3.58004 8.82000 0.309
H -3.35656 2.23958 7.29030 0.283
H -2.98822 3.65655 6.10418 0.245
H 1.08069 4.95874 4.44414 0.280
H 0.42404 4.66989 2.67310 0.259
H -1.50271 5.96833 3.07567 0.273
H -2.03593 4.97473 4.63880 -0.105
C -5.59559 -0.28937 2.37857 -1.229
C -4.55483 0.28235 1.42907 0.147
O -4.05739 1.55438 1.83236 -0.502
C -3.40723 1.61275 3.09885 -0.052
C -2.18710 0.71136 3.19438 -0.732
H -6.43604 0.40469 2.48960 0.290
H -5.97522 -1.24289 1.99899 0.428
H -5.18448 -0.46672 3.37575 0.258
H -5.01663 0.42261 0.44490 0.305
H -3.72754 -0.41885 1.28267 0.049
H -4.12046 1.39623 3.90037 0.263
H -3.08827 2.65065 3.24163 0.065
H -2.44750 -0.34257 3.07734 0.366
H -1.70075 0.82926 4.16881 0.157
H -1.46430 0.96031 2.40988 0.188
C -1.23021 0.35020 -1.78888 -0.861
C -1.62790 -1.01667 -1.25496 -0.573
O -3.02534 -1.27595 -1.34505 -0.421
C -3.59406 -1.26043 -2.65135 -0.185
C -2.98405 -2.28974 -3.58878 -0.983
H -1.77557 1.14129 -1.26241 0.140
H -0.15670 0.51448 -1.65475 0.472
H -1.45328 0.45289 -2.85403 0.315
H -1.36615 -1.06823 -0.19178 0.371
H -1.06234 -1.81257 -1.74913 0.349
H -3.53354 -0.25437 -3.07819 0.061
H -4.66006 -1.48201 -2.53343 0.388
H -1.92098 -2.10784 -3.75927 0.197
H -3.48742 -2.26595 -4.56140 0.461
H -3.08186 -3.29651 -3.16842 0.272
C -3.00710 3.64130 -2.51772 -0.894
C -1.68654 3.87860 -3.23285 -0.371
O -1.69786 3.46640 -4.59598 -0.424
C -2.64628 4.10358 -5.44721 -0.326
C -2.46266 5.60979 -5.53658 -1.017
H -3.28658 2.58317 -2.56925 0.070
H -2.92911 3.93323 -1.46601 0.358
H -3.82216 4.21656 -2.96447 0.393
H -0.90635 3.29268 -2.73334 0.306
H -1.37974 4.92625 -3.15646 0.362
H -3.66440 3.84878 -5.13651 0.293
H -2.51177 3.67424 -6.44568 0.336
H -2.60382 6.09673 -4.56951 0.260
H -3.18582 6.04160 -6.23696 0.384
H -1.45214 5.85284 -5.88246 0.282
C 0.05078 -6.34617 -6.66611 -0.900
C -1.39537 -5.97370 -6.38060 -0.518
O -1.56990 -4.60388 -6.03235 -0.339
C -1.17412 -3.64257 -7.00669 -0.262
C -1.92556 -3.76981 -8.32180 -1.133
H 0.68458 -6.11274 -5.80344 0.281
H 0.13340 -7.41540 -6.88364 0.368
H 0.45142 -5.79899 -7.52339 0.270
H -1.74774 -6.56302 -5.52616 0.319
H -2.04344 -6.23607 -7.22243 0.319
H -0.09212 -3.68845 -7.16541 0.317
H -1.38165 -2.65622 -6.57845 0.318
H -1.74153 -4.73090 -8.80625 0.265
H -1.61629 -2.98092 -9.01604 0.397
H -3.00513 -3.68683 -8.15595 0.291
C 3.62161 -10.57475 -6.28636 -1.098
C 3.50407 -9.10814 -6.66955 -0.300
O 2.81871 -8.32193 -5.69986 -0.339
C 3.39413 -8.27131 -4.39739 -0.421
C 4.80310 -7.70135 -4.38045 -0.945
H 2.62982 -11.00639 -6.11188 0.292
H 4.11493 -11.13891 -7.08370 0.397
H 4.20320 -10.71198 -5.37106 0.265
H 2.92852 -9.03309 -7.59941 0.328
H 4.48696 -8.67620 -6.88138 0.302
H 3.36436 -9.26158 -3.93209 0.312
H 2.74792 -7.62652 -3.79238 0.325
H 5.49929 -8.31558 -4.95517 0.256
H 5.17879 -7.64259 -3.35315 0.357
H 4.81520 -6.69624 -4.81573 0.267
C 1.29342 8.68341 10.79609 -1.082
C 0.57164 8.49165 9.47177 -0.263
O -0.83427 8.31367 9.61286 -0.363
C -1.55437 9.38126 10.22263 -0.339
C -1.44004 10.69612 9.46868 -1.058
H 1.10534 7.83399 11.46207 0.298
H 2.37205 8.77020 10.63350 0.389
H 0.96027 9.58570 11.31544 0.264
H 0.95677 7.58560 8.98981 0.291
H 0.78191 9.31743 8.78519 0.292
H -1.24603 9.49776 11.26636 0.311
H -2.60696 9.07966 10.24363 0.335
H -0.41028 11.05725 9.43085 0.263
H -2.04741 11.46817 9.95343 0.383
H -1.78455 10.57683 8.43575 0.291
C 9.35429 -5.60445 -0.54476 -1.026
C 8.63251 -5.79621 -1.86908 -0.354
O 7.22660 -5.97418 -1.72799 -0.388
C 6.50650 -4.90660 -1.11823 -0.310
C 6.62083 -3.59174 -1.87217 -1.040
H 9.16621 -6.45386 0.12122 0.292
H 10.43291 -5.51765 -0.70735 0.379
H 9.02114 -4.70216 -0.02541 0.265
H 9.01764 -6.70225 -2.35104 0.320
H 8.84277 -4.97042 -2.55566 0.312
H 6.81483 -4.79009 -0.07449 0.298
H 5.45390 -5.20819 -1.09723 0.338
H 7.65059 -3.23060 -1.91000 0.259
H 6.01346 -2.81969 -1.38742 0.389
H 6.27632 -3.71102 -2.90510 0.274
```

Properties
* calculated total energy: -69991.3906 eV
* LUMO: 0.55 eV

| no. | HOMO-LUMO gap (eV) | molecular weight (g mol⁻¹) | HOMO level (hartree) |
| --- | --- | --- | --- |
| 1 | 8.101 | 1209.4 | -0.39824 |
| 2 | 8.317 | 940.2 | -0.33088 |
| 3 | 9.939 | 690.1 | -0.34491 |